Record 1
43
Properties=species:S:1:pos:R:3:mulliken_charge:R:1 method="wB97M-V/def2-TZVPD" spin_multiplicity=2 homo_lumo_gap_ev="5.187 / 4.714" e_tot_ev=-64623.638 charge=+2
C -0.87 -4.50 -0.08 -1.181
C 0.55 3.98 -2.02 -1.286
O -1.51 -2.21 3.05 -0.199
N -1.15 -0.19 -1.63 0.144
H -1.38 -1.56 -4.68 0.493
O -2.37 -0.93 1.29 -0.440
H 1.45 4.59 -1.90 0.442
H 1.32 1.56 1.03 0.382
H -0.15 -5.30 -0.27 0.405
H -1.07 -4.42 1.00 0.401
H -1.97 2.94 -1.06 0.530
H 1.94 -2.54 -1.83 0.417
C -1.54 0.57 -4.25 -0.604
C -1.28 1.13 -1.92 0.930
H -0.35 -3.04 -2.97 0.636
H -1.80 -4.67 -0.62 0.382
H 0.63 3.31 -2.89 0.395
H -0.34 4.63 -2.08 0.401
C -0.95 -2.59 -2.26 -1.182
H 1.83 3.21 -0.37 -0.108
H -0.75 3.78 1.57 0.432
C 1.59 -3.28 -1.09 -1.290
P 0.38 3.02 -0.44 0.776
H -1.70 0.87 -5.28 0.482
H 2.20 -3.19 -0.18 0.413
N -1.19 -1.74 2.02 0.235
C -1.15 -1.12 -2.61 0.525
H -1.64 1.70 0.15 0.497
H -1.64 2.57 -3.44 0.544
H 3.38 0.01 -4.64 0.320
C -1.37 -0.76 -3.93 -0.767
H -0.51 5.07 0.33 0.368
H -1.91 -3.12 -2.24 0.425
P -0.12 -2.98 -0.65 1.043
O 3.57 -0.01 -3.69 -0.606
Ti -0.82 -0.96 0.39 0.613
H 0.89 4.53 1.33 0.386
C -1.50 1.52 -3.23 -0.707
C -1.24 2.14 -0.79 -1.640
O 1.18 1.59 0.06 -0.562
C -0.05 4.21 0.84 -1.187
H 1.66 -4.29 -1.49 0.442
H 4.45 -0.28 -3.63 0.298

=====

Record 2
160
Properties=species:S:1:pos:R:3:mulliken_charge:R:1 method="wB97M-V/def2-TZVPD" homo_lumo_gap_ev=9.095 e_tot_ev=-81298.600
H -1.12 -5.22 -4.33 0.224
H -4.29 5.75 1.57 0.265
C 2.58 -2.74 -2.11 -0.297
H -5.21 -4.93 1.88 0.406
H -1.63 -0.99 4.57 0.008
N -2.02 -4.41 2.64 -0.306
N 0.04 -0.75 0.33 1.215
C 1.05 -2.78 -4.00 -0.723
H -5.81 4.89 -0.24 0.315
H -3.61 -0.75 2.44 0.154
N -4.19 2.05 1.20 -0.258
H -3.08 -5.89 1.71 0.321
C -0.59 -0.64 4.66 0.373
H -3.89 -3.15 -4.15 0.326
H -5.09 7.59 -1.40 0.407
N 2.26 5.13 -2.83 -0.433
H -2.07 3.72 -1.84 0.356
C 6.65 -0.67 -0.43 -0.313
H 3.50 -3.31 -1.97 0.300
H -0.30 3.20 4.55 0.257
H 6.68 1.32 1.50 0.379
H -4.03 0.68 3.12 0.309
H 1.75 3.81 0.72 -0.085
O 1.83 0.11 -0.89 -0.236
C -3.91 5.33 -1.16 -0.848
H 6.86 1.23 -1.26 0.448
C 0.07 -7.15 3.06 -0.885
H 3.71 3.38 -1.76 0.085
H -0.38 -1.17 6.66 0.482
H -1.91 -3.40 2.64 0.123
N -0.19 1.12 -0.95 1.526
H 3.17 5.43 -3.07 0.138
O -3.06 4.63 -0.33 -0.004
N -4.83 6.37 0.90 -0.700
C -3.87 -2.25 -3.54 -0.770
H -3.05 -2.43 -2.78 0.196
O 0.55 -5.99 2.35 -0.153
H 1.06 -0.79 3.68 0.146
H 4.99 0.78 1.09 0.191
H 0.15 1.88 -1.51 -0.558
H -4.24 4.70 -2.00 0.348
H 0.39 1.14 5.08 0.330
C 1.84 3.90 -2.34 0.416
C -1.63 0.46 -5.83 -1.135
H 5.86 -1.36 -0.05 0.005
H -1.56 -6.47 -1.42 0.334
H 0.10 3.94 1.18 -0.217
H 0.93 1.32 1.77 -0.036
H -1.41 -2.40 -5.38 -0.205
H -1.76 3.48 3.48 0.199
O 1.49 3.19 2.67 -0.523
H 1.90 7.34 0.89 0.417
H -6.63 7.33 -0.72 0.435
O 7.75 -0.82 0.46 -0.357
C 3.35 -3.59 2.26 -1.255
H -0.84 0.06 -5.18 0.115
N -0.84 -4.36 -3.89 -0.323
C 6.13 0.73 -0.63 0.122
H 0.66 -1.56 0.39 -0.373
O -3.55 -1.28 -4.48 -0.430
H 0.72 5.82 2.74 0.254
H -4.63 -3.37 1.42 0.282
C 0.06 -1.47 5.73 -1.480
H 2.75 -1.79 -2.63 0.301
N 0.10 -1.02 3.41 0.554
H -1.13 0.92 5.98 0.465
H -1.14 1.08 -0.53 -0.250
H 1.83 -2.43 -4.67 0.494
H -2.54 -0.14 -3.05 -0.122
C 1.17 4.02 1.60 0.373
N -2.26 2.18 -4.11 -0.270
H -0.23 -2.53 5.57 0.272
H -1.12 -4.85 2.51 0.015
H 2.18 -2.38 -1.18 -0.189
H 5.07 0.20 -2.29 0.268
H -5.00 2.14 1.86 0.188
H -3.38 -4.97 -0.48 0.486
H 4.22 0.10 -0.91 -0.077
H 9.72 -0.33 0.77 0.280
H -0.13 -0.38 2.64 -0.506
H 1.50 5.79 -2.90 0.253
H -0.04 -2.35 -6.48 0.351
O 1.59 -3.41 -2.89 -0.372
H 0.76 -8.02 2.97 0.276
N 4.92 0.63 -1.41 -0.292
C -4.37 -4.24 2.03 -1.588
H 9.40 -0.91 -0.90 0.290
H 2.18 1.38 2.98 0.390
H -0.09 -6.45 -0.50 0.225
C -5.14 5.76 -0.42 0.355
N 2.76 3.07 -1.89 0.002
C -2.66 -4.47 0.16 -0.676
O 0.64 3.54 -2.49 -0.612
C -0.68 -3.02 -5.88 -1.021
N -4.05 0.13 2.26 -0.541
H -1.25 1.27 -6.51 0.399
H -4.21 7.17 0.72 0.304
C 1.79 1.89 2.12 -0.517
H -2.60 -3.38 0.06 0.103
C 5.85 1.34 0.76 -1.135
H -4.11 0.53 -3.49 0.452
H 0.06 -6.86 4.12 0.333
H 2.47 2.09 -1.78 -0.107
H -0.50 -4.55 -2.99 0.070
H -3.38 6.18 -1.55 0.445
H -1.42 3.39 -0.27 -0.745
H 1.69 6.06 -0.24 0.008
O -2.75 0.49 0.33 -0.517
C -1.18 -6.32 -0.45 -1.091
H -6.27 6.42 -2.16 0.306
H 4.05 -4.05 2.92 0.470
H -1.77 2.85 -4.74 0.198
C -3.26 0.04 -3.93 -0.236
C 0.12 -3.72 -4.79 0.483
C -5.83 6.86 -1.22 -1.567
H -1.86 3.12 5.17 0.409
N 2.73 5.55 2.54 -0.809
C 9.01 -0.33 -0.04 -0.746
H 0.29 -3.93 1.17 -0.123
H -1.12 -3.79 -6.44 0.544
O -1.36 1.51 4.04 -0.110
C -1.33 2.91 4.24 -0.827
H 2.54 -6.06 3.08 0.540
H 2.92 4.65 3.00 0.264
C -1.82 4.20 -0.90 0.206
H 3.00 -2.72 2.87 0.171
H -1.97 -0.40 -6.38 0.369
H -0.83 -7.50 2.59 0.250
H 8.95 0.68 -0.41 0.314
C 0.65 0.15 -0.57 -0.632
H 1.42 -4.92 3.88 0.335
H 5.42 2.33 0.56 0.283
O -1.32 -4.95 -0.07 0.208
N 1.11 -3.43 1.44 0.285
H -4.78 -2.08 -3.02 0.399
H -3.96 2.82 0.59 0.086
H -1.19 5.08 -1.02 0.217
H -3.54 1.46 -5.52 0.149
H -4.42 -4.09 3.10 0.425
H 2.51 2.05 1.34 0.368
H 1.18 -1.41 5.82 0.324
H 6.79 -1.03 -1.49 0.376
H 2.81 6.23 3.31 0.285
C 1.72 -5.38 2.94 -1.003
H 0.70 -4.59 -5.25 0.228
H 3.81 -3.21 1.36 0.194
H 2.38 -5.03 1.05 0.337
H 0.82 -2.98 2.30 -0.147
C -3.57 0.82 1.20 0.304
H -1.65 1.95 -3.33 -0.062
H 0.47 -1.86 -3.75 0.135
C -3.00 -4.81 1.65 0.368
C -0.65 0.79 5.01 -0.888
H -1.63 -6.99 0.25 0.351
H 0.29 6.79 0.61 0.216
C -2.71 1.03 -4.93 0.365
C 1.33 6.39 0.78 -1.012
C 2.13 -4.40 1.87 0.242
H -0.91 -0.79 0.51 -0.013
C 1.43 5.45 1.98 0.544

=====

Record 3
20
Properties=species:S:1:pos:R:3:mulliken_charge:R:1 method="wB97M-V/def2-TZVPD" homo_lumo_gap_ev=9.683 e_tot_ev=-19741.699
C -0.24 -1.63 -0.42 -0.728
H -0.74 0.46 -0.54 0.436
H -0.46 -1.82 -1.48 0.409
H 1.23 -0.98 0.72 0.219
S -3.74 0.84 -0.15 -0.223
H -2.67 -0.93 -1.44 0.324
H 1.75 -1.88 -0.47 0.215
N 1.14 -1.08 -0.30 -0.500
C -2.67 -0.57 -0.41 -0.573
O 3.61 0.98 -0.15 -0.654
H 3.46 0.97 -1.08 0.310
O 1.53 2.25 1.25 -0.652
H -0.43 -2.49 0.22 0.295
H 2.78 1.10 0.31 0.371
H -1.08 -0.35 0.99 0.256
H 1.18 2.51 2.10 0.297
C -1.17 -0.44 -0.12 -0.537
H -3.05 -1.37 0.21 0.313
H 2.36 2.71 1.23 0.324
H -2.81 1.73 -0.48 0.098